Entry 1:
This record from the OMol25 dataset describes 40 unconnected molecules or ions with the total composition H80O40 in a non-equilibrium geometry. The level of theory is ωB97M-V/def2-TZVPD.

Structure (ORCA input):
```
! RIJCOSX wB97M-V def2-TZVPD def2/J DEFGRID3
* xyz 0 1
O 0.026 1.830 6.018
O 4.022 -1.290 4.504
O 1.758 0.019 5.070
O 0.262 -0.200 -6.097
O 5.305 1.514 -2.227
O -2.415 -5.034 -1.003
O 2.754 4.142 -4.216
O 2.734 3.247 3.748
O -1.051 -2.003 -4.666
O 2.576 -0.170 1.986
O -0.607 3.245 2.995
O 4.496 -1.513 -3.496
O 2.833 -1.390 -1.903
O -2.178 5.134 2.270
O -3.866 0.817 1.242
O -0.558 -0.141 1.083
O 0.864 -5.445 -3.890
O 0.623 -1.649 3.376
O 0.957 2.123 -0.270
O -5.267 0.096 2.934
O 3.499 -4.426 -2.738
O -2.646 0.521 -1.571
O 0.458 1.019 -3.410
O -2.094 0.701 3.082
O 2.125 -3.902 -0.256
O -4.115 -2.252 3.290
O 2.328 4.244 0.687
O -1.586 -2.504 -1.300
O -4.248 3.116 2.910
O 4.871 3.269 2.054
O -1.907 -2.592 2.213
O -0.676 -4.679 3.916
O -3.637 -1.955 -5.654
O 1.410 -1.556 0.340
O -2.507 1.101 -5.714
O 0.267 -6.200 0.013
O -2.759 3.617 -1.224
O -0.279 5.077 -1.502
O 3.034 2.796 -1.827
O -5.073 1.583 -0.833
H -3.015 0.949 2.810
H 0.627 1.120 -0.337
H 2.796 -3.932 -0.953
H 1.693 -2.557 0.792
H -2.111 -3.015 -0.701
H 1.570 -4.925 -3.836
H -2.484 3.511 -2.175
H -1.246 -2.766 -4.101
H 4.490 -2.136 4.508
H -2.914 -5.219 -0.173
H 0.096 0.162 -3.475
H -0.198 -1.714 -4.599
H 1.217 -0.119 5.858
H -2.603 5.533 1.682
H -1.757 -4.777 4.108
H -2.620 2.799 -0.848
H -2.049 -1.715 1.728
H -1.104 2.408 2.790
H -2.451 -0.259 -1.233
H -5.625 -0.239 3.727
H 3.012 -0.307 1.137
H 1.555 3.791 0.528
H 2.278 3.927 -3.507
H -1.360 -0.238 1.437
H 0.641 -1.561 2.472
H 2.570 -1.185 -0.930
H -2.459 0.819 -4.716
H -0.198 2.744 5.843
H 1.196 2.332 -1.188
H -4.884 3.143 3.675
H -2.007 0.676 3.971
H 2.616 -0.499 5.100
H 3.869 -3.572 -2.812
H -0.477 -3.776 3.638
H 4.716 3.018 2.916
H -4.224 -1.963 -4.891
H -3.217 -2.107 2.972
H -4.421 -3.020 2.853
H 3.580 2.042 -1.671
H 1.037 1.849 5.882
H 1.529 -4.564 -0.251
H -3.362 1.203 -6.015
H 5.841 1.091 -2.895
H 0.770 0.400 -6.487
H -0.535 4.414 -0.972
H 2.009 5.041 0.912
H 5.703 2.287 -2.109
H -1.404 -2.751 -2.276
H 1.014 -0.723 3.669
H 1.221 1.048 -3.951
H -0.246 3.076 3.927
H -2.742 -1.733 -5.446
H -5.570 1.482 -1.601
H -0.771 -0.006 -6.070
H 5.322 -1.209 -3.882
H 2.768 3.491 -1.402
H 2.780 2.242 3.620
H 0.122 0.179 1.550
H 2.517 -0.713 -2.303
H 0.407 -1.672 0.293
H -4.872 -0.604 2.557
H 3.708 -4.629 -3.535
H -0.370 -5.641 -0.450
H 3.488 3.509 -4.231
H -1.876 0.988 -1.868
H 4.520 -1.056 -2.667
H -3.025 0.924 0.926
H 2.484 3.526 2.837
H 0.101 -5.711 0.972
H 3.925 -1.199 3.564
H 3.237 -0.133 2.773
H -4.484 0.914 0.630
H -2.791 -5.809 -1.608
H -5.615 2.184 -0.263
H -0.272 4.775 -2.450
H 5.684 2.955 1.776
H -1.178 5.002 2.065
H -3.444 3.672 3.047
H -1.072 -2.308 2.922
H 0.490 -5.646 -3.047
*
```

Values from the calculation:
frontier orbital gap: 9.733 eV
energy relative to the best compared isomer or geometry (same formula, charge and spin): 394.0 kcal/mol
strongest force on any atom: 12.37 eV Å⁻¹
calculated total energy: -83188.73211 eV
HOMO energy: -10.25 eV

=====

Entry 2:
This record from the OMol25 dataset describes C4H8N4 in the gas phase in a non-equilibrium geometry. The level of theory is ωB97M-V/def2-TZVPD.

Structure (ORCA input):
```
! RIJCOSX wB97M-V def2-TZVPD def2/J DEFGRID3
* xyz 0 1
N 3.116 1.064 0.191
N -1.586 1.552 -0.604
N -0.594 -0.575 -0.609
N 1.699 -0.739 -0.546
C 0.493 -0.095 -0.233
C -1.684 0.296 -0.210
C -2.803 -0.478 0.428
C 2.868 -0.162 -0.077
H 1.549 -1.774 -0.740
H -3.597 0.083 0.653
H 4.149 0.949 0.656
H -2.382 -1.181 1.212
H 3.454 -1.030 0.112
H -3.178 -1.227 -0.264
H -2.213 2.387 -0.312
H 0.708 0.930 0.343
*
```

Values from the calculation:
frontier orbital gap: 10.082 eV
energy relative to the best compared isomer or geometry (same formula, charge and spin): 53.5 kcal/mol
strongest force on any atom: 4.58 eV Å⁻¹
calculated total energy: -10235.92293 eV
HOMO energy: -9.30 eV

=====

Entry 3:
This record from the OMol25 dataset describes 2 unconnected molecules or ions with the total composition C26H32N3O4 in a non-equilibrium geometry. The level of theory is ωB97M-V/def2-TZVPD.

Structure (ORCA input):
```
! RIJCOSX wB97M-V def2-TZVPD def2/J DEFGRID3
* xyz 1 1
O -1.124 0.001 -2.438
O 1.445 4.660 0.704
O -2.370 2.282 2.441
O -1.012 0.544 0.739
N 1.689 0.996 3.124
N -0.215 -2.488 -3.640
N 0.441 2.601 2.217
C 2.014 2.191 3.735
C -2.154 4.903 -0.176
C -2.680 3.943 0.659
C 0.543 -1.295 -5.589
C 0.563 -6.217 2.139
C 0.387 -3.509 -4.526
C 1.258 3.167 3.187
C -1.074 -4.479 2.028
C -3.448 1.517 1.947
C 0.067 4.432 0.627
C -0.005 0.236 1.396
C -0.744 -5.788 2.285
C -0.802 5.163 -0.185
C 0.413 -1.143 1.460
C 1.543 -5.323 1.746
C 2.197 -0.284 3.628
C 1.222 -4.009 1.503
C -0.101 -3.550 1.627
C -0.465 -2.179 1.397
C -0.463 3.405 1.437
C -0.929 -0.132 -3.828
C 0.188 -1.138 -4.099
C 1.879 5.882 0.152
C -1.857 3.198 1.505
C 0.955 -2.771 -5.756
C 0.714 1.238 2.169
H 1.293 6.707 0.560
H 2.922 -0.707 2.936
H -1.508 -1.942 1.280
H -0.029 -2.621 -2.641
H 1.447 -1.351 1.647
H -0.418 5.935 -0.827
H -3.744 3.790 0.689
H 1.338 -0.602 -5.890
H -3.559 0.632 2.573
H 1.164 -4.077 -4.002
H 1.085 -0.829 -3.540
H 2.926 6.024 0.421
H 2.561 -5.662 1.627
H 1.374 -0.981 3.774
H -2.086 -4.146 2.169
H -1.569 0.845 -2.200
H 0.818 -7.248 2.325
H -0.690 0.841 -4.275
H -1.502 -6.484 2.610
H 2.739 2.301 4.524
H 0.575 -3.198 -6.692
H -4.373 2.094 1.971
H -0.397 -4.222 -4.805
H 1.264 4.207 3.466
H 2.690 -0.145 4.587
H 1.994 -3.331 1.188
H -3.219 1.199 0.928
H -0.334 -1.057 -6.199
H -1.864 -0.487 -4.275
H 2.047 -2.866 -5.796
H -2.811 5.470 -0.814
H 1.790 5.855 -0.934
*
```

Values from the calculation:
frontier orbital gap: 5.845 eV
strongest force on any atom: 3.45 eV Å⁻¹
calculated total energy: -40133.42769 eV
HOMO energy: -10.01 eV

=====

Entry 4:
This record from the OMol25 dataset describes C33H40N2O9 in the gas phase. The level of theory is ωB97M-V/def2-TZVPD.

Structure (ORCA input):
```
! RIJCOSX wB97M-V def2-TZVPD def2/J DEFGRID3
* xyz 0 1
O -2.944 -0.622 2.809
O -3.260 -2.837 2.765
O 2.323 -3.621 -0.395
O 5.796 1.658 0.092
O 6.638 -0.994 -0.673
O -0.134 -2.707 2.034
O 0.732 -2.032 -0.445
O 0.032 5.422 1.453
O 3.391 2.196 0.539
N -2.866 1.644 0.257
N -3.959 -0.501 -2.625
C -4.226 -1.072 -0.246
C 2.007 -2.450 -0.384
C -2.039 -1.782 0.966
C 2.074 2.585 0.843
C -0.262 5.391 2.825
C -2.983 -1.977 -0.229
C -2.366 1.306 -3.356
C 0.553 -3.852 2.487
C -1.019 -2.931 0.961
C 2.624 -0.055 0.040
C -2.332 1.710 -1.919
C -0.563 4.495 0.640
C -2.154 -1.795 -1.501
C -1.592 2.728 -1.250
C -3.106 -1.680 -2.692
C -0.702 3.723 -1.658
C -3.090 1.077 -0.975
C -4.136 0.046 -1.283
C -3.632 -0.566 4.053
C 4.969 0.595 -0.067
C 6.995 -2.315 -1.003
C -0.267 -3.050 -0.388
C 7.198 1.521 0.049
C -1.954 2.650 0.117
C -1.183 -2.964 -1.612
C 5.316 -0.716 -0.431
C -0.208 4.593 -0.719
C -3.676 0.535 -3.599
C -1.439 3.517 1.075
C 3.609 0.907 0.171
C 4.319 -1.675 -0.527
C -2.801 -1.844 2.271
C 2.985 -1.354 -0.302
H 1.587 0.170 0.220
H -3.249 1.320 1.129
H 6.524 -2.640 -1.935
H -1.573 -0.872 -1.426
H -3.332 -3.015 -0.188
H -5.100 -1.676 -0.495
H 6.738 -3.015 -0.202
H 1.259 -4.232 1.743
H 1.102 -3.539 3.373
H -5.111 0.565 -1.292
H 7.548 1.221 -0.940
H 0.315 6.200 3.271
H -3.115 -1.175 4.796
H -1.505 0.671 -3.590
H -0.554 -2.859 -2.498
H 7.558 0.805 0.791
H 0.476 5.380 -0.995
H 2.135 3.638 1.109
H -2.540 -1.662 -3.626
H -4.404 -0.634 0.736
H -1.735 3.419 2.107
H 0.038 4.440 3.279
H -1.571 -3.872 1.124
H -2.319 2.180 -4.009
H -3.671 0.075 -4.590
H -0.154 -4.647 2.755
H 8.076 -2.297 -1.132
H -1.327 5.563 3.014
H -1.738 -3.900 -1.698
H 1.408 2.472 -0.018
H 1.672 2.016 1.688
H -4.651 -0.943 3.940
H 0.258 -4.015 -0.407
H -4.510 1.242 -3.559
H -3.640 0.478 4.355
H -3.752 -2.569 -2.715
H -0.416 3.811 -2.695
H 4.546 -2.697 -0.781
H -1.518 -0.825 0.907
H 7.583 2.513 0.286
*
```

Values from the calculation:
frontier orbital gap: 7.961 eV
energy relative to the best compared isomer or geometry (same formula, charge and spin): 0.0 kcal/mol
strongest force on any atom: 0.87 eV Å⁻¹
calculated total energy: -56277.54983 eV
HOMO energy: -7.44 eV

=====

Entry 5:
This record from the OMol25 dataset describes 8 unconnected molecules or ions with the total composition C24H49F9N6O12S2 in a non-equilibrium geometry. The level of theory is ωB97M-V/def2-TZVPD.

Structure (ORCA input):
```
! RIJCOSX wB97M-V def2-TZVPD def2/J DEFGRID3
* xyz 2 1
S 6.059 6.168 -6.428
S 3.580 0.158 8.372
F 3.936 -0.529 5.883
F 5.718 -0.794 7.100
F 6.456 5.574 -9.065
F 1.271 -2.634 0.737
F 4.901 7.009 -8.680
F -0.282 -1.895 1.943
F -0.473 -2.030 -0.172
F 6.956 7.658 -8.384
F 5.004 1.227 6.386
O -0.379 7.249 5.448
O 0.153 0.923 0.557
O 7.421 5.934 -6.057
O -0.784 -5.322 8.261
O 5.497 7.277 -5.648
O 3.810 -1.003 9.285
O 5.312 4.917 -6.465
O -1.842 3.069 -6.094
O -8.771 -3.191 2.133
O 3.957 1.439 8.997
O 1.972 -0.243 -0.452
O 2.182 0.188 7.828
N -0.461 5.493 3.810
N -9.106 -1.455 3.708
N 1.814 -2.180 -7.736
N 1.276 -3.726 -6.311
N -1.536 3.253 -3.768
N -0.769 -6.962 6.605
C -0.079 -6.018 7.556
C -1.090 5.117 6.330
C 3.193 0.457 -0.247
C -2.452 1.120 -4.716
C 0.996 -3.203 -7.513
C -8.392 -2.044 2.443
C 2.255 -2.961 -5.656
C 2.569 -2.003 -6.602
C -1.286 6.270 2.835
C -0.034 3.610 -3.926
C 4.684 -0.003 6.844
C 4.359 -0.587 -0.132
C 0.791 -4.907 -5.727
C 6.124 6.631 -8.279
C 1.379 -5.844 7.201
C 1.788 -1.300 -8.954
C 0.399 -1.632 0.803
C 0.989 -0.241 0.661
C 2.436 0.085 -8.727
C -2.014 2.551 -5.004
C -1.191 -8.277 7.390
C -10.377 -0.788 3.209
C -0.614 6.057 5.254
C -7.334 -1.233 1.831
H -1.072 5.767 1.892
H -3.213 0.855 -5.450
H -0.845 4.568 3.682
H 4.129 -1.246 0.705
H 2.555 -3.205 -4.648
H -7.598 -0.184 1.694
H 5.350 -0.186 -0.342
H -0.203 -7.276 5.830
H 3.289 -1.198 -6.567
H 0.228 4.101 -2.988
H 1.961 -6.721 6.915
H -0.326 -8.614 7.960
H 2.280 0.681 -9.626
H 1.989 -5.491 8.032
H 0.768 -1.176 -9.321
H -2.176 5.183 6.402
H -1.647 0.388 -4.659
H -1.716 -9.042 6.819
H 0.482 2.684 -4.178
H 0.235 4.187 -4.811
H 4.360 -1.338 -0.921
H 3.254 1.100 0.631
H -2.330 6.142 3.120
H 1.556 -5.539 -5.276
H 0.524 5.470 3.585
H -3.069 1.285 -3.833
H -10.838 -1.502 2.527
H -6.934 -1.754 0.961
H 3.405 1.065 -1.127
H -0.892 5.433 7.354
H -2.105 4.078 -3.643
H -6.510 -1.165 2.541
H -9.121 -2.182 4.409
H -10.088 0.177 2.792
H -1.970 -8.022 8.109
H -11.132 -0.597 3.972
H -0.011 -4.647 -5.036
H 1.895 0.621 -7.947
H 1.438 -4.978 6.542
H 2.242 -1.821 -9.797
H -1.551 -6.520 6.143
H -8.583 -0.693 4.113
H 0.177 -3.562 -8.118
H -0.934 7.293 2.973
H 1.492 -0.045 1.609
H -0.997 4.035 6.236
H -1.552 2.636 -2.968
H 3.508 0.134 -8.535
H 0.325 -5.604 -6.424
*
```

Values from the calculation:
frontier orbital gap: 2.879 eV
energy relative to the best compared isomer or geometry (same formula, charge and spin): 239.7 kcal/mol
strongest force on any atom: 5.42 eV Å⁻¹
calculated total energy: -105293.19998 eV
HOMO energy: -8.86 eV

=====

Entry 6:
This record from the OMol25 dataset describes 3 unconnected molecules or ions with the total composition C29H41IN2O10S in a non-equilibrium geometry. The level of theory is ωB97M-V/def2-TZVPD.

Structure (ORCA input):
```
! RIJCOSX wB97M-V def2-TZVPD def2/J DEFGRID3
* xyz 0 1
I -10.244 -2.392 -2.919
S -3.544 0.930 0.782
O 4.345 0.877 4.420
O -1.528 4.012 -5.299
O 3.576 1.766 6.239
O 3.956 3.107 4.449
O 5.712 -0.891 -3.285
O -2.308 2.565 -3.889
O -3.108 4.683 -3.816
O 5.171 -0.926 -0.049
O -8.773 -1.220 -0.608
O 3.307 0.131 0.750
N -2.691 -1.754 1.757
N 0.181 -2.777 1.779
C 6.206 -1.621 -2.149
C -7.146 -1.904 -2.275
C -0.608 6.234 -4.955
C 0.448 -5.177 0.895
C 1.665 3.219 6.615
C 3.099 2.894 6.983
C -3.130 2.257 -2.762
C 0.646 0.803 0.384
C -1.787 0.418 0.817
C -1.572 -0.955 1.314
C -1.463 5.341 -5.831
C -6.008 -1.912 -1.207
C -5.444 -3.114 -0.610
C -0.041 -5.849 -0.468
C -3.758 -1.844 0.798
C 2.424 -0.983 0.917
C -5.425 -0.627 -0.754
C -0.176 -1.456 1.335
C 6.349 -0.693 -0.854
C -2.392 3.838 -4.292
C 4.122 -0.006 -0.401
C 0.740 -3.630 0.699
C -4.355 -3.107 0.367
C 4.718 0.999 3.044
C 0.903 -0.556 0.889
C -0.723 1.297 0.362
C 3.965 2.027 4.984
C -8.578 -1.703 -1.669
C -4.340 -0.614 0.210
H 2.545 -1.660 0.018
H -3.101 1.178 -2.611
H 4.518 1.019 -0.650
H 0.479 -3.277 -0.342
H 1.274 4.013 7.253
H 3.755 3.756 6.842
H 7.214 -1.089 -0.250
H -0.602 -3.278 2.198
H 0.844 -6.201 -1.067
H -2.465 5.752 -5.968
H -2.735 2.743 -1.869
H -5.809 0.344 -1.159
H -5.838 -4.111 -0.911
H -0.230 -5.402 1.758
H -6.870 -1.112 -3.029
H 1.456 1.467 0.021
H -0.679 -5.157 -1.071
H -0.480 7.216 -5.415
H 6.491 0.389 -1.113
H 2.660 -1.587 1.831
H 5.501 -2.452 -1.876
H 5.469 1.779 2.906
H 3.551 -0.358 -1.308
H 7.242 -2.018 -2.361
H -3.924 -4.043 0.807
H 1.865 -3.526 0.761
H -0.602 -6.786 -0.196
H 3.153 2.617 8.036
H -2.412 -2.662 2.121
H 1.033 2.335 6.721
H -1.031 2.316 0.017
H -4.165 2.553 -2.934
H -1.011 5.258 -6.821
H -1.061 6.371 -3.972
H 5.146 0.049 2.727
H 6.260 -0.085 -3.312
H 0.375 5.786 -4.795
H -7.065 -2.882 -2.831
H 3.841 1.202 2.440
H 1.426 -5.685 1.133
H 1.589 3.542 5.576
*
```

Values from the calculation:
frontier orbital gap: 8.155 eV
strongest force on any atom: 3.02 eV Å⁻¹
calculated total energy: -73125.72146 eV
HOMO energy: -7.97 eV

=====

Entry 7:
This record from the OMol25 dataset describes C4H8O in the gas phase. The level of theory is ωB97M-V/def2-TZVPD.

Structure (ORCA input):
```
! RIJCOSX wB97M-V def2-TZVPD def2/J DEFGRID3
* xyz 0 1
O 0.990 -0.591 -0.203
C -0.132 0.030 -0.744
C -1.382 -0.775 -0.565
C 1.833 0.089 0.693
C -1.254 0.567 0.104
H 1.293 0.811 1.317
H -1.818 1.396 -0.321
H -1.223 -1.636 0.076
H 0.028 0.527 -1.702
H -1.178 0.601 1.186
H 2.264 -0.681 1.345
H 2.670 0.590 0.189
H -2.090 -0.928 -1.374
*
```

Values from the calculation:
frontier orbital gap: 10.880 eV
energy relative to the best compared isomer or geometry (same formula, charge and spin): 38.3 kcal/mol
strongest force on any atom: 0.35 eV Å⁻¹
calculated total energy: -6323.50695 eV
HOMO energy: -9.69 eV

=====

Entry 8:
This record from the OMol25 dataset describes 2 unconnected molecules or ions with the total composition C2H3F2N in a non-equilibrium geometry. The level of theory is ωB97M-V/def2-TZVPD.

Structure (ORCA input):
```
! RIJCOSX wB97M-V def2-TZVPD def2/J DEFGRID3
* xyz 0 1
F -2.032 0.783 -0.022
F 1.446 0.903 -0.378
N -0.184 -0.055 1.008
C -0.790 0.402 -0.131
C 0.342 1.099 0.438
H 0.349 2.112 0.909
H -0.043 -1.061 -2.129
H 0.168 -0.955 1.337
*
```

Values from the calculation:
frontier orbital gap (alpha / beta): 10.044 / 9.175 eV
energy relative to the best compared isomer or geometry (same formula, charge and spin): 123.1 kcal/mol
strongest force on any atom: 2.24 eV Å⁻¹
calculated total energy: -9041.30123 eV
HOMO energy (alpha / beta): -10.55 / -9.34 eV